# 1
{"formula": "C28H30N6O3", "method": "the ωB97M-V functional and the def2-TZVPD basis", "species": ["O", "C", "N", "C", "C", "C", "C", "C", "O", "C", "C", "C", "C", "N", "C", "C", "N", "C", "C", "C", "C", "C", "C", "C", "C", "C", "O", "C", "N", "N", "N", "C", "C", "C", "C", "C", "C", "H", "H", "H", "H", "H", "H", "H", "H", "H", "H", "H", "H", "H", "H", "H", "H", "H", "H", "H", "H", "H", "H", "H", "H", "H", "H", "H", "H", "H", "H"], "positions_angstrom": [[3.497040, 1.388150, 0.582377], [2.350913, 1.310331, 0.973585], [1.769017, 2.179558, 1.811732], [2.513367, 3.233090, 2.472174], [2.485020, 3.050668, 3.953457], [1.928507, 3.796635, 4.950174], [2.194331, 3.106306, 6.158488], [2.883879, 1.990165, 5.804310], [3.065183, 1.947098, 4.474739], [1.418940, 0.181647, 0.484658], [0.923094, -0.731101, 1.586221], [1.406634, -0.685704, 2.886878], [0.875497, -1.563126, 3.820941], [-0.061281, -2.452131, 3.546256], [-0.497268, -2.518528, 2.300467], [-0.037355, -1.694371, 1.288343], [0.296092, 0.702952, -0.301949], [0.521078, 0.780196, -1.736504], [0.188436, -0.527353, -2.454903], [0.459840, -0.531430, -3.936519], [0.959108, 0.488396, -4.619811], [1.231891, 0.460509, -6.093741], [1.222152, -0.960237, -6.647424], [0.004567, -1.702888, -6.112234], [0.114437, -1.839949, -4.597423], [-0.802188, 1.126372, 0.344638], [-0.827797, 1.304940, 1.556047], [-2.113161, 1.256425, -0.440115], [-2.746630, -0.032180, -0.407391], [-2.837178, -0.794964, -1.507301], [-3.350397, -1.921423, -1.232276], [-3.625395, -1.966621, 0.101382], [-4.172674, -2.965962, 0.906841], [-4.291560, -2.690195, 2.247248], [-3.887086, -1.461831, 2.793100], [-3.353349, -0.457703, 2.019852], [-3.225382, -0.728545, 0.662864], [0.809548, 2.005921, 2.100307], [2.087162, 4.209356, 2.223272], [3.538710, 3.172295, 2.092140], [1.402106, 4.722321, 4.840046], [1.907870, 3.402527, 7.146301], [3.286861, 1.180981, 6.380139], [2.022912, -0.426002, -0.200275], [2.177731, 0.009229, 3.176582], [1.217753, -1.547209, 4.847343], [-1.253676, -3.267030, 2.104058], [-0.424967, -1.799952, 0.286136], [-0.068571, 1.597978, -2.152724], [1.576745, 1.027528, -1.878408], [0.763734, -1.342400, -2.002694], [-0.872251, -0.759858, -2.309549], [1.192040, 1.426443, -4.136602], [2.195719, 0.937180, -6.290959], [0.469115, 1.060715, -6.602332], [1.209728, -0.936264, -7.738592], [2.128351, -1.481111, -6.331412], [-0.073840, -2.690886, -6.569243], [-0.898194, -1.142171, -6.361995], [-0.826144, -2.213870, -4.186047], [0.889704, -2.573474, -4.351365], [-2.742695, 1.987598, 0.076340], [-1.989612, 1.534270, -1.485469], [-4.479495, -3.906916, 0.480225], [-4.703761, -3.436802, 2.909362], [-3.996870, -1.306324, 3.855396], [-3.026031, 0.478736, 2.440839]], "forces_ev_per_a": [[0.392, -0.100, -0.114], [-0.339, -0.256, -0.285], [-0.216, 0.370, 0.295], [0.252, -0.225, 0.072], [-0.464, 0.838, 0.026], [0.257, -0.249, -0.591], [0.286, -0.519, 0.062], [-0.328, 0.393, 0.801], [0.219, -0.210, -0.511], [0.147, -0.026, 0.162], [-0.017, -0.364, 0.175], [-0.014, -0.130, -0.199], [0.231, 0.204, 0.007], [-0.206, -0.328, 0.448], [-0.046, 0.011, -0.380], [0.200, 0.043, 0.118], [0.271, -0.088, 0.155], [-0.131, -0.270, -0.511], [0.102, 0.341, -0.097], [-0.053, -0.257, 0.360], [0.029, 0.206, -0.123], [0.085, -0.130, -0.102], [-0.218, 0.153, -0.076], [0.232, -0.173, 0.068], [-0.077, 0.081, -0.273], [-0.230, 0.341, -0.151], [-0.293, 0.099, 0.074], [0.218, 0.257, 0.096], [-0.407, -0.425, 0.458], [0.096, 0.510, -0.752], [-0.176, -0.599, -0.390], [0.287, 0.989, 0.811], [0.037, 0.039, -0.051], [-0.082, -0.247, -0.022], [0.019, 0.201, -0.020], [-0.038, 0.143, 0.237], [-0.301, -0.799, -0.334], [0.123, -0.078, -0.117], [0.138, -0.058, 0.093], [-0.160, 0.135, 0.037], [-0.114, 0.199, -0.115], [-0.023, -0.012, 0.242], [0.094, -0.151, -0.005], [-0.065, 0.202, 0.103], [0.045, 0.082, 0.083], [0.099, 0.076, 0.075], [-0.087, -0.033, -0.111], [-0.095, -0.009, -0.131], [0.132, 0.005, -0.002], [-0.103, 0.115, -0.008], [-0.022, -0.067, 0.076], [0.278, -0.018, 0.014], [-0.007, 0.107, 0.217], [-0.047, 0.050, -0.034], [0.064, 0.045, -0.066], [0.072, -0.028, -0.001], [0.069, -0.040, -0.025], [-0.079, 0.013, -0.023], [-0.084, -0.006, -0.042], [0.020, -0.047, 0.075], [-0.039, -0.071, 0.064], [0.144, -0.084, -0.118], [-0.060, -0.030, 0.088], [-0.048, -0.128, -0.022], [-0.031, -0.074, 0.039], [0.008, 0.028, 0.095], [0.055, 0.055, 0.076]], "nbo_charge": [-0.62, 0.68, -0.63, -0.27, 0.26, -0.30, -0.31, 0.09, -0.41, -0.16, 0.04, -0.26, 0.05, -0.42, 0.06, -0.27, -0.42, -0.20, -0.46, 0.03, -0.20, -0.43, -0.39, -0.39, -0.44, 0.70, -0.65, -0.30, -0.20, -0.03, -0.21, 0.02, -0.18, -0.23, -0.19, -0.25, 0.16, 0.44, 0.21, 0.25, 0.23, 0.23, 0.20, 0.25, 0.23, 0.19, 0.20, 0.22, 0.20, 0.22, 0.21, 0.25, 0.19, 0.21, 0.21, 0.21, 0.20, 0.21, 0.20, 0.22, 0.21, 0.24, 0.24, 0.23, 0.22, 0.22, 0.24], "homo_lumo_gap_ev": 9.15, "lumo_energy_ev": 0.39, "max_force_ev_per_a": 1.3, "smiles": "O=C(NCc1ccco1)[C@@H](c1ccncc1)N(CCC1=CCCCC1)C(=O)Cn1nnc2ccccc21", "e_homo_ev": -8.760}



# 2
{"formula": "C28H31BaN3O2", "method": "the ωB97M-V functional and the def2-TZVPD basis", "species": ["C", "C", "H", "H", "H", "H", "H", "H", "C", "C", "C", "C", "H", "H", "H", "H", "N", "C", "C", "N", "C", "C", "C", "H", "H", "C", "H", "H", "Ba", "C", "H", "H", "H", "C", "C", "C", "C", "C", "C", "N", "C", "C", "C", "C", "C", "C", "C", "O", "O", "C", "C", "H", "H", "H", "H", "H", "H", "H", "H", "H", "H", "H", "H", "H", "H"], "positions_angstrom": [[-4.337294, 0.268369, -1.484614], [-4.171199, 1.609115, -2.200913], [-4.434367, -0.580004, -2.173225], [-5.223895, 0.283642, -0.848424], [-3.536762, 0.039719, -0.778711], [-3.248520, 1.719849, -2.791944], [-4.997547, 1.782049, -2.900438], [-4.184961, 2.449291, -1.488687], [1.121024, -2.909671, -1.949552], [2.101306, -3.899927, -2.179513], [3.279268, -3.546866, -2.832796], [3.441780, -2.221464, -3.214280], [0.203176, -3.150667, -1.403475], [1.926436, -4.910335, -1.830191], [4.064167, -4.269304, -3.061303], [4.356362, -1.887589, -3.701303], [1.236420, -1.641459, -2.366834], [2.404920, -1.297825, -2.989081], [2.556769, 0.093217, -3.436122], [1.565744, 0.928980, -3.052812], [1.681648, 2.226115, -3.381186], [3.702673, 1.868161, -4.647054], [2.692294, 2.733071, -4.207612], [0.897248, 2.855232, -2.957019], [2.669616, 3.779962, -4.495626], [3.654568, 0.543745, -4.216883], [4.433598, -0.159063, -4.500263], [4.500269, 2.188119, -5.305747], [-1.120806, 0.327436, -1.731214], [-1.139882, 3.120422, -2.011770], [-1.387411, 3.460632, -3.033392], [-0.281363, 3.661016, -1.597206], [-2.011355, 3.193717, -1.340508], [2.935469, 1.241675, 2.476280], [2.163511, -0.032517, 2.189944], [2.706945, -0.989809, 1.329666], [2.023141, -2.183183, 1.077075], [0.778370, -2.386430, 1.657797], [0.225720, -1.442120, 2.527071], [-1.000626, -1.783816, 3.081833], [-2.090181, -0.973909, 3.391956], [-2.769689, -1.242624, 4.588733], [-3.709583, -0.337691, 5.041419], [-3.995238, 0.785606, 4.261456], [-3.391220, 1.027137, 3.021829], [-2.475975, 0.080747, 2.545960], [-1.876078, 0.087258, 1.170242], [-1.276746, 1.128916, 0.747145], [-2.011426, -0.954642, 0.434657], [0.934470, -0.256475, 2.832195], [0.360879, 0.756546, 3.783323], [2.391369, 2.133892, 2.129849], [3.106554, 1.370966, 3.557163], [3.914773, 1.236265, 1.978713], [3.675877, -0.782043, 0.858301], [2.475030, -2.960014, 0.456065], [0.173970, -3.267526, 1.442928], [-1.178985, -2.771132, 3.208072], [-2.523679, -2.155797, 5.132055], [-4.214710, -0.521819, 5.989261], [-4.725380, 1.508858, 4.635939], [-3.637698, 1.936210, 2.453201], [-0.330090, 1.444749, 3.265429], [-0.199232, 0.259033, 4.585203], [1.126504, 1.386018, 4.258942]], "forces_ev_per_a": [[-0.054, 0.099, 0.075], [-0.316, 0.321, -0.060], [0.002, 0.131, 0.043], [-0.090, -0.036, -0.174], [-0.158, -0.024, -0.033], [-0.232, -0.019, 0.162], [0.121, -0.101, 0.099], [0.123, -0.351, -0.237], [0.557, -0.082, -0.401], [-0.341, 0.503, 0.062], [-0.293, 0.154, 0.074], [-0.480, 0.301, 0.077], [0.301, 0.023, -0.206], [0.013, 0.062, -0.049], [-0.285, 0.110, 0.214], [-0.275, -0.255, 0.191], [1.012, -0.404, -0.301], [-0.204, -1.250, 0.352], [-0.036, 1.453, -0.410], [0.898, 0.289, -0.247], [0.034, -0.102, -0.216], [-0.757, -0.207, 0.529], [0.174, -0.431, 0.054], [0.173, -0.086, -0.315], [0.058, -0.167, 0.095], [-0.711, -0.330, 0.383], [-0.168, 0.295, -0.042], [-0.038, 0.114, 0.092], [0.957, 0.276, -0.040], [-0.093, -0.928, -0.210], [-0.011, 0.263, 0.362], [-0.249, 0.180, 0.007], [0.255, 0.399, -0.174], [0.060, 0.088, -0.011], [0.123, 0.063, 0.099], [0.001, -0.045, -0.086], [0.140, 0.109, 0.263], [0.271, 0.029, -0.160], [0.473, 0.190, -0.393], [-0.347, -0.632, 0.422], [-0.301, 0.176, 0.135], [0.107, 0.216, -0.299], [-0.162, -0.161, -0.387], [-0.344, 0.771, 0.101], [-0.041, -0.420, 0.338], [0.266, -0.325, 0.483], [0.599, 0.409, -1.340], [-0.689, -0.729, 0.609], [-0.002, 0.708, 0.900], [-0.250, -0.220, -0.285], [-0.133, 0.316, 0.266], [0.075, -0.268, 0.093], [-0.003, -0.059, -0.363], [-0.277, -0.069, 0.111], [-0.391, -0.190, 0.203], [-0.173, 0.326, 0.118], [0.249, 0.069, -0.032], [0.251, 0.194, -0.124], [0.064, 0.357, 0.066], [0.023, 0.182, -0.269], [0.258, -0.207, -0.122], [0.134, -0.624, 0.170], [0.200, -0.272, 0.136], [0.077, 0.152, -0.189], [-0.142, -0.331, -0.207]], "mulliken_charge": [-1.08, -0.52, 0.27, 0.30, 0.39, 0.16, 0.35, 0.22, -0.23, -0.79, -0.42, -0.59, 0.38, 0.42, 0.43, 0.25, 0.23, 0.64, 0.20, 0.30, 0.04, -0.43, -0.84, 0.11, 0.42, -0.68, 0.24, 0.43, 1.58, -1.63, 0.28, 0.33, 0.39, -1.78, 1.23, -1.02, -0.74, -0.87, 0.29, 0.03, -0.47, -0.25, -0.55, -0.59, -0.59, 0.46, 0.88, -0.96, -0.91, 0.88, -1.39, 0.33, 0.37, 0.38, 0.32, 0.55, 0.36, 0.30, 0.39, 0.40, 0.37, 0.44, 0.16, 0.32, 0.51], "homo_lumo_gap_ev": 5.41, "lumo_energy_ev": -0.49, "max_force_ev_per_a": 1.5, "e_homo_ev": -5.897}